Record 1
{"formula": "C29H31N7ReS", "method": "the ωB97M-V functional and the def2-TZVPD basis", "species": ["Re", "C", "N", "C", "C", "C", "C", "C", "C", "C", "N", "C", "C", "C", "C", "C", "C", "N", "C", "C", "H", "H", "H", "H", "H", "H", "H", "H", "H", "H", "H", "H", "H", "H", "H", "H", "H", "H", "H", "H", "S", "C", "N", "N", "C", "C", "C", "C", "C", "C", "N", "N", "C", "C", "C", "C", "C", "C", "H", "H", "H", "H", "H", "H", "H", "H", "H", "H", "H"], "xyz": [[-0.8383, -0.2332, 0.3087], [-2.3306, -1.9563, 2.5182], [-1.5547, -2.1684, 1.2806], [-0.4603, -3.1076, 1.5590], [-2.4756, -2.6757, 0.2657], [-2.8545, -3.9972, 0.1723], [-3.6890, -4.4043, -0.8614], [-4.1114, -3.4951, -1.8168], [-3.7966, -2.1574, -1.6994], [-3.0239, -1.7125, -0.6190], [-2.6562, -0.4064, -0.3789], [-3.3424, 0.6762, -0.8801], [-4.7039, 0.6929, -1.2109], [-5.2896, 1.8487, -1.6878], [-4.5489, 3.0145, -1.8127], [-3.2114, 3.0283, -1.4413], [-2.6071, 1.8765, -0.9742], [-1.1795, 1.8150, -0.6392], [-0.7903, 2.9366, 0.2336], [-0.4209, 1.9093, -1.9027], [-2.7787, -2.8940, 2.8587], [-3.1303, -1.2376, 2.3404], [-1.6867, -1.5740, 3.3084], [-0.8295, -4.0380, 1.9924], [0.2281, -2.6603, 2.2768], [0.0758, -3.3427, 0.6391], [-2.5071, -4.7268, 0.8865], [-3.9781, -5.4394, -0.9292], [-4.6935, -3.8276, -2.6602], [-4.1157, -1.4594, -2.4557], [-5.3031, -0.1872, -1.0441], [-6.3356, 1.8450, -1.9473], [-5.0132, 3.9207, -2.1706], [-2.6571, 3.9508, -1.5208], [-0.8920, 3.8990, -0.2716], [0.2548, 2.8179, 0.5203], [-1.4133, 2.9437, 1.1261], [-0.6315, 2.8602, -2.3989], [-0.7195, 1.1069, -2.5788], [0.6506, 1.8454, -1.7066], [-0.3742, 0.6645, 2.5077], [1.3959, 0.5831, 2.3927], [2.0636, 0.8255, 3.4929], [3.3340, 1.0784, 3.5617], [4.1897, 1.6560, 2.6424], [3.7161, 2.4645, 1.6013], [4.6049, 3.0991, 0.7606], [5.9739, 2.9143, 0.9207], [6.4514, 2.1112, 1.9482], [5.5720, 1.4968, 2.8163], [1.9480, 0.1790, 1.2614], [1.1623, -0.2701, 0.3248], [1.8483, -0.7984, -0.7783], [1.1084, -1.3153, -1.8535], [1.7530, -1.8325, -2.9569], [3.1410, -1.8590, -3.0058], [3.8800, -1.3536, -1.9459], [3.2470, -0.8248, -0.8389], [3.7221, 0.8959, 4.4878], [2.6555, 2.6359, 1.5017], [4.2366, 3.7535, -0.0134], [6.6636, 3.4073, 0.2537], [7.5144, 1.9743, 2.0746], [5.9423, 0.8825, 3.6236], [0.0155, -1.3255, -1.8188], [1.1804, -2.2247, -3.7839], [3.6411, -2.2825, -3.8623], [4.9567, -1.3805, -1.9845], [3.8174, -0.4416, -0.0083]], "forces_ev_per_a": [[-0.89, 0.95, 2.85], [-0.27, 0.30, 0.65], [0.05, 0.56, -0.75], [0.58, -0.32, -0.03], [-0.53, 0.35, -0.69], [-0.04, -0.06, -0.07], [0.12, 0.02, 0.06], [-0.04, -0.11, 0.09], [0.33, 0.28, 0.26], [-0.02, -2.06, -0.15], [1.28, 0.54, 0.33], [-0.75, 1.91, -0.38], [0.47, -0.15, 0.27], [0.10, 0.19, 0.00], [0.04, -0.06, 0.10], [-0.01, 0.03, 0.00], [-0.71, -0.60, -0.12], [-0.06, -1.07, -0.24], [0.13, 0.32, 0.48], [0.32, 0.08, -0.55], [0.09, -0.01, -0.17], [0.04, -0.01, -0.07], [0.01, -0.06, -0.08], [-0.06, 0.05, 0.02], [-0.06, 0.09, -0.06], [-0.03, 0.05, 0.01], [0.08, -0.08, 0.04], [-0.02, -0.15, -0.04], [-0.12, -0.05, -0.08], [-0.08, 0.08, -0.04], [-0.06, -0.09, -0.06], [-0.13, 0.00, -0.01], [-0.01, 0.04, -0.04], [0.07, 0.08, -0.03], [-0.05, -0.13, -0.13], [-0.05, -0.03, -0.01], [0.06, -0.01, -0.07], [0.01, -0.01, 0.05], [0.03, 0.01, 0.11], [-0.05, -0.06, 0.04], [0.62, -1.01, -1.11], [-2.42, 0.02, -2.51], [2.64, 0.22, 2.14], [-2.08, -0.63, 0.34], [1.13, 0.45, -1.34], [-0.08, 0.06, 0.29], [-0.08, -0.09, 0.14], [0.03, -0.13, 0.12], [0.05, 0.11, -0.14], [-0.48, -0.16, 0.17], [0.87, 0.20, 0.60], [-0.39, 0.27, 0.72], [0.89, -0.65, -1.30], [0.08, 0.30, 0.67], [0.05, -0.15, -0.17], [-0.06, 0.04, 0.09], [-0.12, -0.09, -0.17], [-0.39, 0.08, 0.20], [-0.26, 0.29, -0.02], [-0.02, 0.05, -0.10], [-0.05, 0.05, -0.08], [0.08, 0.03, -0.05], [0.05, -0.02, 0.05], [0.08, -0.07, 0.12], [-0.07, 0.02, -0.07], [-0.07, -0.04, -0.03], [0.03, 0.00, -0.10], [0.14, 0.01, 0.02], [0.06, 0.03, 0.00]], "lowdin_charge": [1.374, -0.079, -0.326, -0.061, -0.209, -0.002, -0.034, -0.041, -0.004, -0.227, -0.112, -0.214, -0.003, -0.040, -0.038, -0.009, -0.198, -0.304, -0.090, -0.051, 0.114, 0.102, 0.056, 0.098, 0.093, 0.103, 0.121, 0.120, 0.122, 0.119, 0.120, 0.121, 0.120, 0.119, 0.100, 0.069, 0.084, 0.106, 0.102, 0.093, 0.781, -0.748, 0.118, 0.117, -0.224, -0.019, -0.042, -0.029, -0.041, 0.012, 0.028, -0.206, -0.272, -0.059, -0.055, -0.045, -0.047, -0.007, 0.190, 0.100, 0.117, 0.122, 0.123, 0.126, 0.089, 0.118, 0.118, 0.117, 0.102], "spin_multiplicity": 2, "total_charge": 2, "e_homo_ev": [-12.8, -13.2], "e_tot_ha": -1982.81745, "gap_ev": [4.4, 5.0], "lumo_energy_ev": [-8.42, -8.20]}


Record 2
{"formula": "C29H31N8OPbS2", "method": "the ωB97M-V functional and the def2-TZVPD basis", "species": ["Pb", "C", "N", "C", "C", "N", "C", "C", "C", "C", "C", "C", "N", "C", "N", "C", "C", "C", "C", "C", "C", "N", "H", "H", "H", "H", "H", "H", "H", "H", "H", "H", "H", "H", "H", "H", "H", "S", "C", "N", "C", "C", "C", "C", "C", "C", "S", "H", "H", "H", "H", "C", "N", "C", "C", "C", "N", "C", "C", "O", "H", "H", "H", "H", "H", "H", "H", "H", "H", "H", "H", "H"], "xyz": [[0.3089, 0.1318, 0.7566], [-0.4694, -3.2279, 1.5962], [0.1254, -2.4704, 0.4527], [1.4689, -2.9465, 0.0373], [2.5139, -2.2203, 0.8363], [2.3332, -0.9870, 1.2921], [3.5496, -0.5489, 1.8165], [3.8831, 0.6697, 2.3860], [5.2126, 0.8078, 2.8201], [6.1434, -0.2394, 2.7069], [5.7980, -1.4803, 2.1239], [4.4992, -1.6125, 1.6909], [3.7788, -2.6663, 1.0312], [-1.2254, -2.2842, 2.4671], [-0.9138, -0.9852, 2.5813], [-1.8391, -0.4426, 3.4683], [-1.7942, 0.9113, 4.0304], [-3.0733, 1.1933, 4.7718], [-3.9660, 0.1967, 5.1152], [-3.8221, -1.1691, 4.7198], [-2.7375, -1.4389, 3.9132], [-2.2751, -2.6400, 3.2486], [0.3311, -3.6674, 2.2414], [-1.1345, -4.0474, 1.2402], [-0.5037, -2.6120, -0.3449], [1.6389, -2.7589, -1.0443], [1.6013, -4.0322, 0.2242], [3.1446, 1.4835, 2.4823], [5.5443, 1.7691, 3.2498], [7.1673, -0.0878, 3.0685], [6.5067, -2.3308, 2.0391], [4.1561, -3.5800, 0.7482], [-0.8990, 0.9979, 4.6968], [-3.2894, 2.2372, 5.0345], [-4.8691, 0.4929, 5.6578], [-4.5498, -1.9450, 5.0116], [-2.6520, -3.5855, 3.3324], [-1.2321, 2.2852, 2.8576], [-2.2424, 2.2043, 1.4565], [-2.0144, 1.2958, 0.4837], [-2.7964, 1.6321, -0.6467], [-2.7557, 0.9094, -1.8541], [-3.5224, 1.3977, -2.9073], [-4.3409, 2.5327, -2.7662], [-4.3821, 3.2412, -1.5576], [-3.6166, 2.7995, -0.4905], [-3.4448, 3.4675, 1.0863], [-2.1037, 0.0201, -1.9272], [-3.4969, 0.8986, -3.8871], [-4.9418, 2.8557, -3.6251], [-4.9890, 4.1479, -1.4499], [-0.5730, -1.5692, -3.8114], [0.0824, -0.2564, -3.8372], [0.1926, 0.3890, -5.1556], [1.3707, 1.3408, -5.1665], [1.2624, 2.2747, -3.9773], [1.2288, 1.4750, -2.7495], [1.8835, 2.0329, -1.5703], [0.6077, 0.2607, -2.6894], [0.4965, -0.4121, -1.6026], [0.0374, -2.3188, -4.3672], [-1.5683, -1.4910, -4.3028], [-0.6805, -1.8968, -2.7649], [-0.7602, 0.9151, -5.3628], [0.2584, -0.4249, -5.9137], [1.3255, 1.9233, -6.1009], [2.3334, 0.7953, -5.1721], [0.3349, 2.8895, -4.0296], [2.1257, 2.9573, -3.8774], [2.7399, 2.6523, -1.9007], [2.2729, 1.2119, -0.9444], [1.2164, 2.6793, -0.9762]], "forces_ev_per_a": [[0.82, 0.72, -0.78], [0.50, -0.23, -0.20], [-0.49, -0.58, -0.31], [0.41, -0.57, 0.33], [0.72, 0.61, -0.03], [0.30, -1.06, -0.17], [0.54, -1.21, -0.10], [0.53, 0.24, 0.24], [-0.26, 0.37, 0.00], [-0.07, -0.62, -0.34], [0.87, -0.06, 0.46], [-1.54, 0.32, -0.62], [0.33, 0.62, 0.51], [-1.06, 0.10, 1.01], [-1.77, -0.10, 1.55], [1.65, -1.41, -0.75], [-0.81, 0.52, -0.44], [-0.05, -0.47, 0.26], [-0.28, 0.93, -0.04], [0.23, 0.25, 0.03], [1.18, -1.14, -1.30], [0.07, 1.40, 0.07], [-0.45, 0.21, -0.58], [0.50, 0.44, 0.31], [0.32, 0.24, 0.23], [-0.32, 0.02, 0.67], [-0.25, 0.41, -0.28], [0.53, -0.45, -0.03], [-0.24, -0.69, -0.24], [-0.51, -0.08, -0.18], [-0.41, 0.88, 0.11], [-0.29, 0.77, 0.25], [-0.64, -0.26, 0.05], [0.19, -0.51, 0.08], [0.37, -0.22, -0.13], [0.39, 0.53, -0.09], [0.03, 0.45, -0.01], [-0.02, -0.23, 0.91], [-0.78, -0.88, -2.26], [-1.98, 2.44, 0.61], [0.20, -0.09, 0.82], [-0.05, 0.33, 0.04], [0.21, -0.47, -0.21], [0.04, 0.32, 0.52], [-0.58, 0.36, -0.80], [0.85, -1.31, -0.34], [1.13, -1.02, 0.27], [-0.49, 0.62, -0.08], [-0.04, 0.17, 0.57], [0.29, -0.03, 0.50], [0.17, -0.46, -0.17], [-0.04, -0.12, -0.22], [0.19, -0.16, 0.84], [-0.44, -0.44, -0.10], [0.15, 0.23, -0.87], [-0.20, 0.26, 0.15], [-0.20, -0.75, 0.67], [0.27, -0.07, 0.00], [-0.15, 0.09, -0.79], [0.28, 0.49, -0.22], [-0.42, 0.51, 0.35], [0.60, -0.11, 0.35], [-0.07, 0.13, -0.63], [0.44, -0.08, 0.06], [0.22, 0.62, 0.49], [0.11, -0.16, 0.34], [-0.46, 0.23, 0.15], [0.57, -0.27, -0.09], [-0.45, -0.34, -0.29], [-0.45, -0.40, 0.24], [-0.02, 0.39, -0.23], [0.10, -0.16, -0.16]], "lowdin_charge": [1.479, -0.074, -0.105, -0.108, -0.313, -0.030, -0.230, -0.020, -0.056, -0.042, 0.006, -0.146, 0.191, -0.247, 0.050, -0.163, -0.409, 0.028, -0.001, 0.139, -0.107, 0.216, 0.166, 0.159, 0.123, 0.145, 0.144, 0.114, 0.125, 0.125, 0.138, 0.191, 0.170, 0.144, 0.142, 0.164, 0.197, 0.945, -0.929, -0.102, -0.286, -0.013, -0.054, -0.031, -0.058, -0.468, 1.122, 0.100, 0.119, 0.131, 0.132, -0.025, -0.076, -0.137, -0.140, -0.129, -0.074, -0.047, -0.433, -0.230, 0.113, 0.107, 0.065, 0.134, 0.143, 0.137, 0.138, 0.145, 0.134, 0.112, 0.054, 0.090], "total_charge": 3, "e_homo_ev": -15.7, "e_tot_ha": -2625.38444, "gap_ev": 4.9, "lumo_energy_ev": -10.83}


Record 3
{"formula": "C29H32AsN3O3SZr", "method": "the ωB97M-V functional and the def2-TZVPD basis", "species": ["Zr", "C", "C", "C", "C", "C", "C", "C", "H", "H", "H", "H", "H", "H", "H", "H", "S", "C", "C", "C", "C", "C", "C", "As", "C", "C", "C", "C", "C", "C", "C", "C", "C", "C", "C", "C", "H", "H", "H", "H", "H", "H", "H", "H", "H", "H", "H", "H", "H", "H", "N", "C", "C", "O", "O", "H", "H", "H", "H", "C", "N", "C", "N", "O", "H", "H", "H", "H", "H", "H"], "xyz": [[0.0679, 1.2246, -0.2276], [1.6481, 0.9542, 2.9685], [0.2725, 1.3725, 2.5398], [0.0412, 2.6243, 1.9429], [-1.2638, 3.0155, 1.5998], [-2.3320, 2.1607, 1.8431], [-2.1155, 0.9322, 2.4614], [-0.8286, 0.5436, 2.8101], [2.4077, 1.6725, 2.6601], [1.8973, -0.0262, 2.5485], [1.6877, 0.8578, 4.0551], [0.8541, 3.3501, 1.9010], [-1.4554, 4.0253, 1.2520], [-3.3386, 2.4826, 1.6192], [-2.9562, 0.3101, 2.7342], [-0.6715, -0.3730, 3.3769], [2.3995, 0.3844, -0.6286], [2.0644, -1.1412, -1.4812], [2.8841, -1.5587, -2.5266], [2.6553, -2.7790, -3.1430], [1.6336, -3.6107, -2.7039], [0.8178, -3.2028, -1.6643], [1.0089, -1.9601, -1.0642], [-0.1649, -1.3439, 0.3691], [0.2820, -2.8230, 1.6370], [1.5692, -2.8218, 2.1784], [1.9548, -3.8130, 3.0642], [1.0626, -4.8169, 3.4093], [-0.2047, -4.8408, 2.8528], [-0.6009, -3.8476, 1.9686], [-1.8854, -1.8448, -0.4037], [-3.0075, -1.9436, 0.4141], [-4.2742, -2.0467, -0.1361], [-4.4329, -2.0272, -1.5120], [-3.3242, -1.9123, -2.3351], [-2.0586, -1.8114, -1.7855], [3.7105, -0.9365, -2.8343], [3.2950, -3.0917, -3.9536], [1.4778, -4.5750, -3.1585], [0.0149, -3.8352, -1.2916], [2.2832, -2.0609, 1.8686], [2.9499, -3.8047, 3.4827], [1.3598, -5.5838, 4.1067], [-0.8903, -5.6352, 3.1056], [-1.5878, -3.8832, 1.5213], [-2.8682, -1.9392, 1.4921], [-5.1409, -2.1372, 0.4998], [-5.4167, -2.1038, -1.9449], [-3.4525, -1.9051, -3.4079], [-1.1916, -1.7153, -2.4373], [0.0607, 0.8950, -2.7482], [-1.3453, 1.2744, -3.0371], [-1.7111, 1.8194, -1.6617], [-1.5806, 3.0056, -1.3803], [-1.7819, 0.9164, -0.7455], [0.6889, 1.6657, -3.0129], [0.3409, 0.0821, -3.3080], [-1.9400, 0.3901, -3.2772], [-1.4413, 2.0305, -3.8230], [3.1687, 5.8270, -0.3655], [2.6022, 4.4975, -0.4567], [1.3334, 4.1873, -0.7083], [0.4105, 5.1337, -0.8933], [1.0080, 2.9532, -0.7244], [4.1314, 5.7516, 0.1293], [2.5316, 6.4761, 0.2327], [3.3230, 6.2745, -1.3489], [3.2342, 3.7103, -0.3948], [0.6576, 6.1045, -0.9804], [-0.5281, 4.8460, -1.1390]], "forces_ev_per_a": [[3.12, 1.12, 0.96], [0.12, -0.18, 0.07], [0.17, 0.11, 0.08], [-0.12, 0.14, 0.55], [0.00, 0.14, 0.31], [0.02, 0.03, 0.27], [0.04, 0.24, 0.17], [-0.09, 0.15, 0.04], [-0.03, -0.05, 0.00], [0.03, 0.20, 0.10], [-0.01, 0.03, -0.01], [-0.11, -0.25, -0.14], [0.09, -0.20, -0.15], [-0.03, -0.02, -0.10], [-0.03, -0.04, -0.09], [0.03, 0.03, -0.26], [-0.37, -0.07, -0.07], [-0.14, -0.30, 0.43], [0.00, 0.08, 0.07], [-0.01, 0.03, 0.07], [-0.03, 0.01, 0.07], [-0.22, 0.13, 0.28], [0.17, 0.16, -0.17], [0.13, -3.61, -0.39], [-0.02, 0.60, 0.21], [-0.04, 0.37, -0.29], [-0.02, 0.01, -0.04], [-0.01, 0.03, 0.01], [0.04, 0.01, -0.03], [-0.25, 0.42, -0.36], [-0.14, 0.21, 0.10], [0.40, 0.01, 0.25], [-0.08, -0.01, -0.04], [0.00, 0.00, 0.05], [0.02, -0.03, -0.02], [0.32, -0.19, 0.00], [0.08, 0.06, -0.06], [0.07, -0.04, -0.07], [0.00, -0.12, -0.09], [0.13, -0.04, -0.18], [-0.03, -0.10, 0.11], [0.08, 0.00, 0.00], [0.03, -0.10, 0.06], [-0.07, -0.05, -0.01], [0.04, -0.04, 0.09], [-0.19, -0.04, -0.06], [-0.06, -0.02, 0.11], [-0.14, -0.02, -0.04], [0.01, -0.02, -0.10], [-0.18, -0.09, 0.09], [0.02, 0.53, -0.09], [-0.42, 0.24, -0.20], [-1.14, 1.27, -2.20], [-0.18, -0.20, -0.08], [-1.70, -1.17, 0.01], [-0.24, -0.45, 0.04], [0.06, 0.17, 0.60], [0.14, 0.19, 0.07], [0.01, -0.17, 0.22], [0.03, 0.38, -0.12], [-0.14, -0.43, -0.03], [0.39, 0.46, 0.16], [0.04, -0.24, -0.03], [0.42, 0.74, -0.17], [0.01, 0.03, 0.03], [0.00, 0.02, 0.07], [-0.04, -0.03, 0.00], [-0.17, 0.01, -0.02], [0.04, 0.03, -0.02], [0.10, -0.05, 0.00]], "lowdin_charge": [1.487, -0.032, -0.346, -0.140, -0.090, -0.044, -0.043, -0.070, 0.090, 0.048, 0.109, 0.132, 0.126, 0.136, 0.125, 0.137, 0.615, -0.681, -0.106, -0.049, -0.048, -0.094, -0.423, 1.289, -0.327, -0.117, -0.058, -0.054, -0.056, -0.092, -0.378, -0.122, -0.052, -0.051, -0.064, -0.138, 0.108, 0.118, 0.117, 0.120, 0.094, 0.116, 0.117, 0.117, 0.094, 0.098, 0.116, 0.116, 0.116, 0.094, 0.007, -0.090, -0.629, 0.074, -0.211, 0.114, 0.121, 0.116, 0.143, -0.030, 0.065, -0.519, 0.256, -0.275, 0.103, 0.097, 0.105, 0.159, 0.127, 0.109], "total_charge": 2, "e_homo_ev": -13.5, "e_tot_ha": -4194.90562, "gap_ev": 6.8, "lumo_energy_ev": -6.76}